ORCA calculation (ωB97M-V/def2-TZVPD) on 10 unconnected molecules or ions with the total composition C54H124F3N8O13S.

Results
total charge = +5
E = -115485.538 eV
HOMO = -17.191 eV
LUMO = -9.83 eV
relative energy (zero: lowest compared OMol25 entry of this formula, charge and spin) = 0.0 kJ/mol
multiplicity = 1

Atoms and positions in Å:
C -15.85332 -9.75609 6.50870
C -14.68245 -9.27984 7.13544
C -14.55349 -7.84569 7.59735
O -13.44339 -7.37983 8.01920
C -15.57866 -6.96763 7.33546
C -16.78087 -7.33480 6.62490
C -16.90307 -8.83459 6.20227
O -17.98662 -9.19314 5.70021
O -17.74238 -6.58935 6.44619
O -13.77991 -10.19005 7.22366
H -15.91464 -10.73957 6.07033
H -15.52198 -5.93723 7.65233
C -9.38531 -8.65452 10.42491
C -10.69909 -9.44830 10.34668
C -11.77830 -8.86971 11.26380
O -11.30973 -8.49281 12.53364
C -11.16360 -9.63687 13.38549
N -11.27490 -9.47927 8.94238
H -10.53804 -9.40851 8.23490
H -11.81031 -10.32959 8.78331
H -11.83551 -8.64192 8.70499
H -8.73959 -9.01430 9.62134
H -8.91154 -8.73229 11.39441
H -9.70200 -7.64324 10.15132
H -10.48678 -10.50477 10.51998
H -12.64363 -9.54579 11.27330
H -12.13950 -7.89667 10.90929
H -12.16723 -9.96068 13.66547
H -10.53449 -9.43155 14.24926
H -10.62365 -10.46163 12.90648
C -17.29429 -11.35707 9.56110
C -16.01029 -10.89838 10.22402
C -16.12172 -10.41094 11.65556
O -14.98998 -9.67166 12.05925
C -15.35148 -8.66730 13.00434
N -14.92532 -11.97325 10.12324
H -14.02576 -11.68378 9.75460
H -14.74379 -12.34987 11.06133
H -15.27397 -12.83572 9.67126
H -17.19536 -11.42448 8.47905
H -18.08537 -10.64286 9.77807
H -17.50310 -12.35459 9.95296
H -15.63553 -10.08349 9.60195
H -16.53182 -11.12674 12.38279
H -17.04109 -9.80550 11.66243
H -14.46265 -8.47091 13.60871
H -16.07528 -9.02592 13.73739
H -15.65108 -7.73564 12.52287
C -21.30985 -6.17049 7.90062
C -21.33065 -6.55516 6.40453
C -20.88107 -5.49192 5.41929
O -21.08052 -6.01499 4.11789
C -21.16537 -5.04794 3.07658
N -20.44171 -7.74910 6.19242
H -19.45301 -7.62562 6.45453
H -20.81751 -8.66934 6.43659
H -20.35841 -7.96379 5.18616
H -21.74249 -7.00866 8.44860
H -21.95916 -5.31955 8.08915
H -20.29396 -6.01584 8.26127
H -22.37261 -6.77186 6.17384
H -19.81277 -5.33012 5.62248
H -21.41487 -4.54059 5.43699
H -20.39331 -4.29120 3.23942
H -22.15013 -4.57957 3.02808
H -21.01106 -5.57134 2.13637
C -11.96376 -14.45617 5.81034
C -12.30438 -12.98845 5.95649
C -11.26603 -11.93977 5.65679
O -10.91335 -11.86430 4.25751
C -10.36849 -10.63290 3.80771
N -13.55165 -12.65623 5.13461
H -14.20463 -13.44287 5.23853
H -13.90900 -11.76533 5.48225
H -13.16746 -12.64522 4.18464
H -11.17299 -14.65379 6.54394
H -11.39954 -14.69190 4.90579
H -12.72161 -15.20275 6.03900
H -12.72367 -12.67286 6.91706
H -10.27007 -12.09221 6.08417
H -11.55277 -10.93017 5.97562
H -10.05262 -10.79764 2.77984
H -9.53929 -10.31403 4.44104
H -11.18873 -9.90741 3.77714
C -10.07378 -7.23467 0.34851
C -11.24205 -7.98933 0.93234
C -11.84547 -7.34284 2.15902
O -12.88881 -8.20760 2.63415
C -13.11116 -8.09084 4.02088
N -12.38400 -8.14272 -0.11172
H -12.51340 -7.25036 -0.59310
H -12.19785 -8.92228 -0.74124
H -13.23876 -8.32754 0.42281
H -10.39732 -6.36730 -0.23735
H -9.48129 -7.84408 -0.33157
H -9.43994 -6.78525 1.11155
H -11.05727 -9.04968 1.10693
H -12.31678 -6.38111 1.93938
H -11.00770 -7.30192 2.85540
H -13.62255 -8.95353 4.45974
H -13.66309 -7.21885 4.36274
H -12.18657 -8.14201 4.60928
C -18.14464 -12.34093 1.38674
N -18.23699 -12.18207 2.90336
C -18.41712 -13.58873 3.38847
C -16.89887 -11.57311 3.36673
C -19.37157 -11.30074 3.36648
C -20.76914 -11.83953 3.13522
O -21.04012 -12.76242 4.18826
H -17.31881 -13.01434 1.18894
H -18.11767 -11.32810 0.99073
H -19.05965 -12.79506 1.01132
H -18.44296 -13.58516 4.47666
H -17.62932 -14.23405 3.00209
H -19.34121 -13.99722 2.98717
H -16.28415 -12.45736 3.21012
H -17.05595 -11.35012 4.41626
H -16.77790 -10.76072 2.65907
H -19.22036 -10.35570 2.83311
H -19.28290 -10.98151 4.40447
H -20.88348 -12.37296 2.18900
H -21.52952 -11.05878 3.16127
H -21.83935 -12.55381 4.67900
C -8.36445 -4.13704 9.12396
C -9.58350 -3.29893 9.51010
C -10.54211 -4.10670 10.35236
C -11.63212 -3.21801 10.97904
N -12.73396 -4.01144 11.60993
C -13.57849 -4.71553 10.49452
C -15.01301 -4.21332 10.60480
C -14.79332 -2.75992 11.05976
C -13.76948 -3.01775 12.13821
C -12.31836 -5.00733 12.65054
C -11.37128 -4.46504 13.71409
C -10.81377 -5.58075 14.62440
H -8.71125 -5.10249 8.74055
H -7.63029 -4.41273 9.88655
H -7.71349 -3.61870 8.41846
H -10.00555 -2.84546 8.61304
H -9.28229 -2.47844 10.17006
H -10.00001 -4.70635 11.08719
H -11.06726 -4.87448 9.76608
H -12.04059 -2.59111 10.18587
H -11.30470 -2.53420 11.76103
H -13.50357 -5.79705 10.59857
H -13.10773 -4.47747 9.54390
H -15.57422 -4.69545 11.40501
H -15.55371 -4.27809 9.66218
H -15.68266 -2.26082 11.43196
H -14.31641 -2.18504 10.26312
H -14.23693 -3.43668 13.02851
H -13.28585 -2.08602 12.43172
H -11.91269 -5.85125 12.09070
H -13.26176 -5.37915 13.05179
H -11.80933 -3.66155 14.32013
H -10.51587 -3.87180 13.37536
H -10.37775 -6.23678 13.85981
H -11.60598 -6.20730 15.03399
H -10.05411 -5.27932 15.33404
C -11.12075 -4.87488 4.67199
C -11.99214 -4.34334 5.82442
C -13.49912 -4.62552 5.65052
C -14.22341 -3.72637 4.64365
N -15.69566 -3.98225 4.43666
C -16.32961 -2.90819 3.57193
C -16.31681 -1.67714 4.47662
C -16.45891 -2.19357 5.90442
C -16.35885 -3.72628 5.80230
C -15.86760 -5.40569 3.85833
C -17.36041 -5.73611 3.40182
C -17.39324 -7.17183 2.91389
H -10.95773 -5.94859 4.60030
H -10.08915 -4.51981 4.78808
H -11.35025 -4.44528 3.69389
H -11.80966 -3.27645 5.96822
H -11.68833 -4.78624 6.77396
H -13.76012 -4.51823 6.71117
H -13.72716 -5.68347 5.54798
H -13.82394 -3.89543 3.63714
H -13.95843 -2.68285 4.80723
H -17.39461 -3.09877 3.45991
H -15.75450 -2.74876 2.66556
H -17.12133 -0.99370 4.21165
H -15.39648 -1.15048 4.21820
H -17.44740 -1.94321 6.29306
H -15.80679 -1.72053 6.63737
H -17.33758 -4.20253 5.78329
H -15.88497 -4.17629 6.66822
H -15.53309 -5.99821 4.70406
H -15.24953 -5.37782 2.96351
H -17.55351 -5.03803 2.58913
H -17.98653 -5.57111 4.27455
H -16.60588 -7.31240 2.16994
H -18.38384 -7.38583 2.51785
H -17.15186 -7.82537 3.75338
C -16.67758 -16.14471 6.82946
F -15.38937 -16.55270 6.73052
F -17.21756 -16.32499 5.61839
F -17.27912 -16.90971 7.71513
S -16.64856 -14.33017 7.38037
O -16.01491 -13.52388 6.34807
O -18.05041 -14.08846 7.64014
O -15.81875 -14.39790 8.57824

Here are the Mulliken charges for atoms 1 to 6, given in e: atom 1 (C): 1.2711, atom 2 (C): -0.1863, atom 3 (C): 0.1589, atom 4 (O): -0.8346, atom 5 (C): 0.5987, atom 6 (C): 1.0815